Molecular formula: C46H124N14O19
Method: DFT, ωB97M-V/def2-TZVPD

Computed properties:
- Total charge: 0
- F_max: 3.12 eV/Å
- Calculated total energy: -109468.7839 eV
- HOMO energy: -0.28699 hartree
- Relative energy (zero: lowest compared OMol25 entry of this formula, charge and spin): 0.0 kcal/mol
- Gap between HOMO and LUMO: 7.9 eV

Each line ends with the Löwdin charge.
Cartesian coordinates (Å):
H  2.0282  4.9154  -4.3343  0.12
H  4.5043  -8.3316  6.4765  0.08
H  1.3466  -0.9568  -0.0984  0.12
C  2.9060  4.3618  -3.9883  -0.20
H  6.6399  -0.7168  -0.0031  0.08
C  1.1602  -4.9934  3.0472  -0.19
H  10.5652  3.5718  4.8938  0.10
H  0.0848  -2.5879  -1.3473  0.07
C  1.3251  -4.5347  1.6003  -0.21
O  7.2609  2.8484  5.8745  -0.14
H  0.8913  4.1475  -2.6988  0.02
H  -7.6330  2.0996  -5.2064  0.12
C  -8.0310  0.1698  -5.9605  -0.24
H  -7.6336  0.8817  -3.9598  0.11
C  9.5822  2.7546  3.2664  -0.68
C  2.4371  1.8612  3.8237  -0.19
H  4.6984  3.7646  -2.4092  0.12
H  -0.9154  -2.9787  -4.9948  0.12
H  6.4892  5.2131  5.1451  0.08
C  -4.8497  -0.2400  1.9023  -0.22
O  -0.6161  -0.8140  -0.5571  -0.21
H  -1.8139  -1.2418  5.8951  0.09
H  3.7591  -5.0570  6.9084  0.12
H  -1.5213  0.8417  6.5712  0.10
N  2.7308  4.2580  -2.5316  -0.07
H  4.6009  3.4670  0.1998  0.08
H  -2.4515  -3.8612  -4.9052  0.11
H  -2.8350  0.6273  -6.6938  0.09
O  7.6397  1.7161  0.2532  -0.09
H  2.7074  2.5402  -7.8919  0.09
N  -0.8813  -1.4546  6.2067  0.15
H  2.2375  2.1166  4.8650  0.10
C  -3.6757  2.6006  1.6657  -0.21
H  3.1895  1.0728  3.7215  0.13
C  -3.2615  -7.6254  -7.5415  -0.15
H  2.8961  3.6006  0.0325  0.12
C  3.8353  3.9614  -0.4091  -0.23
C  6.3681  4.9957  6.2061  -0.09
H  -1.0958  -4.4326  -7.0268  0.11
H  -2.8859  -3.8047  -8.5258  0.12
H  -4.4091  -5.3932  -7.7844  0.12
H  -7.5837  -1.7590  -7.8447  0.09
C  -0.4625  -1.6914  -1.6604  -0.12
H  -1.7880  2.4437  -3.0276  0.06
C  -2.7234  -5.0501  0.4057  -0.67
H  -5.5291  0.3235  1.2406  0.12
H  0.9363  0.5872  -0.9912  0.11
H  -7.6672  -3.0119  -6.5520  0.09
H  -9.0603  -1.9684  -7.0337  0.08
H  0.1399  6.6085  6.0891  0.10
H  6.0696  1.4368  -1.2478  0.11
C  5.9719  0.0511  0.3796  -0.08
H  4.8289  6.8852  0.7657  0.09
C  1.8746  -5.1573  -0.5513  -0.13
H  8.3203  4.4286  6.7819  0.11
H  8.0157  2.2397  -0.4647  0.10
H  -1.2669  1.2079  -6.3039  0.09
N  -3.6170  -5.8205  -0.2730  0.15
H  3.8541  2.4734  -4.5050  0.12
H  -1.2520  5.7058  5.5031  0.11
H  -3.4060  2.2073  0.6750  0.09
H  0.3903  -4.4599  3.6028  0.12
H  -0.7024  -2.4322  6.3316  0.10
H  -3.6942  -3.1760  -7.1523  0.11
C  -2.5127  -1.7106  -5.3674  -0.23
H  2.6355  1.3108  -6.6600  0.09
H  5.3033  4.8241  6.3647  0.06
O  2.8334  3.3834  -6.1147  -0.18
H  2.0693  1.7419  1.3547  0.09
H  -3.0686  -3.5682  -0.9633  0.06
H  4.9319  -0.1675  0.1051  0.07
H  0.2373  2.7781  -1.3169  0.08
H  -0.7063  4.1840  -0.8552  0.11
H  -3.5488  -1.6270  -5.7141  0.11
C  6.2909  1.4227  -0.1794  -0.29
H  -4.2121  2.1336  -4.3844  0.10
H  2.8383  5.2080  -2.1916  0.11
H  -4.0649  -0.3736  1.1499  0.11
H  -1.4332  -2.0675  -1.9781  0.06
H  -4.9713  -2.1361  2.9907  0.13
H  -3.0253  3.4832  1.6853  0.12
C  0.2521  0.7171  0.9524  -0.21
O  4.4199  -6.4833  5.5117  -0.18
H  -7.0658  -3.9040  0.6714  0.08
C  -3.5071  -5.3508  -7.1629  -0.22
N  -5.8615  1.0475  -5.2271  -0.03
H  4.5181  5.2838  1.6972  0.06
H  -5.2374  4.6230  0.6616  0.09
H  -0.2997  1.6031  0.6110  0.10
H  -4.2898  -2.2873  -2.2418  0.07
C  1.1660  1.4967  3.0861  -0.20
O  1.0853  -0.7858  7.0704  -0.01
C  3.7371  -5.2799  5.8391  -0.22
H  -9.1187  0.0902  -5.8532  0.12
H  2.6736  -4.4659  -0.8416  0.09
C  -1.8907  -3.1028  -5.4697  -0.20
C  4.3878  3.1774  3.3997  -0.10
H  -3.8795  -7.9881  -6.7141  0.09
H  -3.9508  -7.6915  -8.3934  0.08
H  8.1999  1.7069  2.1139  0.07
O  10.4661  2.8060  2.3982  -0.01
H  3.1739  -5.5561  3.4173  0.12
H  -6.0844  0.7998  -2.4103  0.11
H  4.3258  -4.4970  5.3511  0.12
H  -2.5317  -8.4018  -7.7736  0.09
C  -3.3600  1.4870  2.7161  -0.19
H  1.8674  -3.5881  1.5532  0.12
O  -0.0768  4.0729  -2.8516  -0.10
H  3.1492  -8.1047  5.3901  0.08
H  0.8009  -6.0310  3.0181  0.12
H  -2.4691  0.9803  2.3477  0.10
H  -6.6017  3.6348  0.4338  0.09
O  -5.9723  -2.2761  1.2362  -0.21
C  -6.7614  -3.3814  1.5780  -0.13
C  -2.0455  0.5419  -5.9392  -0.08
H  -3.1442  1.9524  3.6809  0.11
C  0.2497  4.5230  6.0216  -0.65
H  -4.3872  -0.8212  -1.1270  0.08
O  2.0436  -5.4987  0.8065  -0.18
H  -3.8170  -5.4919  -6.1247  0.12
O  -1.6450  -0.8300  -6.0633  -0.20
C  -5.5734  -1.4782  2.3576  -0.20
H  -5.2613  1.1378  3.2317  0.11
N  -2.5513  -3.8054  -0.1430  0.17
N  1.5315  4.5265  6.5326  0.16
H  0.0753  -1.2388  -2.4951  0.09
H  -1.9407  -3.2068  0.3863  0.10
H  5.9203  -0.0209  1.4673  0.07
H  -5.7158  2.6368  -3.8643  0.12
H  1.8341  -6.1139  5.5136  0.10
C  0.6303  -0.1505  -0.2416  -0.18
H  -2.7473  3.2999  -1.9668  0.07
H  8.8635  3.1975  5.1090  0.04
N  8.3754  2.2046  2.9757  0.16
C  -2.9808  -3.9479  -7.4429  -0.20
H  7.0556  3.5196  7.7236  0.12
H  -5.7502  -1.5902  -1.7556  0.09
H  3.7393  5.0284  -4.2417  0.13
C  7.3188  3.9893  6.7757  -0.26
C  3.1214  2.2529  -6.9213  -0.12
N  -0.5213  0.7650  6.6380  0.17
O  -5.0354  2.9666  1.7805  -0.19
H  2.1214  3.8301  6.1077  0.08
H  4.8219  3.9132  2.7298  0.06
N  9.6976  3.2415  4.5202  0.15
H  -1.8070  1.7900  -1.3365  0.05
H  4.1827  2.0882  -7.1243  0.09
H  1.9438  5.4351  6.6570  0.09
H  -4.3901  1.3482  -2.1552  0.10
C  -7.9796  -2.0171  -6.8546  -0.11
C  -5.0799  0.8472  -2.8409  -0.21
O  -2.5677  -6.4118  -7.4134  -0.17
O  -4.6652  -0.4640  -3.1529  -0.19
H  0.5588  2.4118  3.1003  0.11
H  -0.3770  0.1841  1.6678  0.11
H  -3.8346  -6.6856  0.1961  0.10
O  3.0304  2.9613  3.1145  -0.21
H  2.0899  2.4145  -4.4921  0.13
C  -0.5449  3.4633  -1.6664  -0.32
H  1.9960  -6.0107  -1.2238  0.08
C  -5.5262  3.5641  0.5917  -0.10
O  -2.2399  -5.3685  1.4853  0.02
C  -0.0524  -0.4897  6.6744  -0.70
C  -4.7256  -1.3084  -2.0464  -0.11
O  -0.2498  3.5224  5.5128  0.01
H  4.4194  3.5146  4.4483  0.07
H  3.0667  -7.3526  6.9266  0.08
H  5.6574  2.1734  0.3063  0.07
H  0.6282  0.7510  3.6746  0.12
H  0.0134  1.6082  6.7286  0.08
H  -6.4835  -1.1995  2.8992  0.12
N  -4.4348  0.5784  3.0428  -0.05
C  -5.1828  1.7121  -4.1083  -0.20
C  -1.8505  2.6796  -1.9615  -0.07
O  -7.5033  -1.1262  -5.8761  -0.19
C  2.3275  -5.1704  5.2234  -0.23
H  -7.8237  0.6800  -6.9150  0.13
H  -2.3752  0.7503  -4.9221  0.06
C  3.7947  3.4868  -1.8469  -0.18
C  -7.3038  1.0780  -4.9882  -0.23
C  3.7744  -7.5998  6.1348  -0.12
H  5.7573  5.4126  0.5968  0.10
N  -1.7053  -3.6649  -6.7989  -0.06
H  -5.0440  3.1545  -0.2985  0.07
H  6.5889  5.9409  6.7150  0.08
H  1.7170  -4.3397  5.5875  0.12
N  1.4330  1.0446  1.7232  -0.05
H  -6.1949  -4.1196  2.1588  0.09
H  -5.6264  0.0599  -5.1340  0.08
O  4.0419  5.3535  -0.3962  -0.18
H  7.6151  2.2990  3.6234  0.06
C  4.7396  5.8063  0.7643  -0.07
H  -7.6535  -3.0958  2.1438  0.09
H  7.5548  2.0372  6.3040  0.10
H  -2.4342  -1.3287  -4.3434  0.10
H  -4.3126  -5.5002  -0.9179  0.09
H  3.7181  2.4027  -1.9333  0.12
C  2.9503  3.0502  -4.7250  -0.22
N  -0.3293  5.7461  5.8998  0.16
H  0.3101  -4.4749  1.2037  0.09
H  4.9177  2.2172  3.4554  0.09
N  2.4125  -5.0143  3.7992  -0.07
H  0.8899  -4.7629  -0.8144  0.06

Molecular formula: C17H45AgN5O22P2S
Method: DFT, ωB97M-V/def2-TZVPD

Computed properties:
- Total charge: 0
- F_max: 4.76 eV/Å
- Calculated total energy: -104254.1321 eV
- HOMO energy (alpha / beta): -0.38190 / -0.38190 hartree
- Relative energy (zero: lowest compared OMol25 entry of this formula, charge and spin): 62.6 kcal/mol
- Gap between HOMO and LUMO (alpha / beta): 8.3 / 5.5 eV
- Spin multiplicity: 2

Each line ends with the Löwdin charge.
Cartesian coordinates (Å):
O  -0.7665  4.9126  2.6169  0.06
O  1.7516  -1.1903  -0.6767  -0.33
C  2.6688  0.6299  -5.6644  -0.05
O  2.1158  -1.3182  4.3282  0.09
H  -0.0306  0.8126  3.6927  0.08
H  -3.8095  -0.5007  0.5339  0.09
O  -3.1269  0.0675  4.6798  -0.17
H  -1.4668  0.8509  5.6308  0.12
O  -4.0113  2.1699  3.4777  -0.23
H  -6.3725  -1.0462  3.9982  0.12
H  3.9606  -4.6749  -2.5264  0.11
H  -5.1016  -0.2561  2.9275  0.10
P  -4.0823  1.3359  4.8338  0.42
H  2.5838  1.6338  -5.2355  0.08
C  0.2654  4.0153  -2.4150  0.03
H  2.3970  -5.6714  -4.0192  0.12
C  -4.7247  3.4646  3.4605  -0.20
H  3.1722  -5.5505  -7.0176  0.09
H  5.4754  -2.1730  -1.7603  0.07
C  2.7398  -6.1138  -6.1903  -0.06
O  1.5488  5.6344  -3.3262  0.04
H  1.4588  -1.9973  2.0519  0.06
O  5.0965  0.7742  2.4467  0.08
C  2.8500  -5.2790  -4.9280  -0.25
H  3.4649  -0.4693  -3.8700  0.11
N  5.3062  -0.1494  1.6926  -0.44
O  2.0232  -1.5575  -4.9788  -0.17
C  -4.4212  3.8849  2.0213  -0.06
H  -0.1257  3.1750  0.3983  0.09
C  4.3122  -0.4653  0.6484  0.03
C  -7.0829  0.5509  2.9250  -0.07
C  -1.1185  0.7991  3.5792  -0.08
H  -0.0859  4.6745  -1.6233  0.09
O  0.9658  1.0410  -1.1333  -0.30
H  -3.3613  4.1128  1.8988  0.06
O  -3.7852  2.1194  6.0449  -0.22
C  5.4493  -3.2448  -1.9367  -0.05
H  3.1706  -7.1110  -6.1694  0.08
H  3.2939  -3.3424  -1.6489  0.10
O  0.6135  -2.6759  5.0480  0.06
H  3.8142  0.3455  0.1226  0.09
H  5.5337  -3.8383  -1.0240  0.09
C  2.5751  -0.2885  -4.4736  -0.21
H  -4.8705  4.8428  1.7424  0.08
H  -0.6489  3.5148  -2.7372  0.10
H  -1.2827  -0.8077  5.0538  0.11
H  1.7983  0.4606  -6.2962  0.09
O  3.6784  -2.8138  -3.5619  -0.18
O  1.1098  5.3610  1.7438  0.07
H  3.5466  0.6907  -6.3040  0.08
C  -5.9215  -0.1228  3.6320  -0.27
H  -0.3536  2.5759  1.9043  0.06
H  1.3199  -3.7425  2.6608  0.10
H  4.6330  -1.2695  0.0031  0.07
H  1.8243  -0.0074  -3.7285  0.11
O  -3.9031  1.4562  -1.9761  0.07
H  -2.6919  -0.5327  -0.8820  0.07
C  1.0801  -2.6939  2.7923  0.04
O  0.1145  4.7723  -4.6751  0.08
P  2.1420  -2.8609  -4.0885  0.46
N  0.6572  4.8372  -3.6041  -0.44
C  -3.3057  0.0821  -0.2337  0.05
H  1.6791  -6.1975  -6.4391  0.08
H  -4.7300  3.0889  1.3487  0.06
H  -1.3277  0.3487  2.6022  0.07
O  6.2278  -0.9245  1.8955  0.05
H  1.3557  2.8765  1.3209  0.10
H  -1.4262  1.8280  3.3837  0.06
H  -4.2645  4.1379  4.1793  0.12
H  -6.8087  1.5621  2.6175  0.06
H  -5.7696  3.2407  3.6634  0.11
H  6.2308  -3.5959  -2.6059  0.08
O  -0.3478  -0.6536  0.0135  -0.33
H  -7.3720  0.0414  2.0042  0.08
O  1.4818  0.4512  1.1376  -0.27
N  1.2849  -2.1727  4.1692  -0.45
C  -1.7203  0.1608  4.8210  -0.24
O  2.0896  -4.0524  -5.1582  -0.17
O  1.1249  -2.9653  -3.0217  -0.31
C  4.0410  -3.5911  -2.4093  -0.28
O  -5.3824  1.1412  -0.4124  0.07
H  3.9204  -5.1152  -4.7989  0.11
H  3.4990  -0.6701  1.3518  0.08
H  -2.7342  0.8479  0.2893  0.09
C  0.3389  3.2372  1.3855  0.03
O  -5.5555  0.6593  4.7724  -0.17
Ag  0.1104  -2.4452  -1.1785  0.96
N  0.1960  4.5856  1.9455  -0.43
N  -4.3265  0.9589  -0.9563  -0.45
H  -7.9507  0.5859  3.5828  0.08
H  1.0720  3.3952  -2.0443  0.08
H  -0.0077  -2.5710  2.7761  0.10
S  1.0122  -0.0257  -0.1210  0.24